C6H17N2O2P in the gas phase at a distorted geometry. Source: the Open Molecules 2025 dataset; level of theory: ωB97M-V with the def2-TZVPD basis set.

Positions of all 28 atoms, in Å:
C (-2.173620, -1.729968, 1.202868)
N (-1.853860, -0.585603, 0.335018)
P (-0.677709, 0.426791, 0.367702)
C (-0.796108, 1.648903, -0.986815)
N (-0.400410, 1.673720, 1.565442)
C (-0.314018, 1.279946, 2.990081)
O (1.358740, 0.210614, 0.288995)
C (1.840171, -1.052019, -0.109109)
C (1.842493, -1.081349, -1.696111)
O (0.545994, -0.637000, -2.012018)
C (0.578214, -0.485786, -3.439623)
H (-3.307903, -1.952885, 1.278558)
H (-1.821987, -1.448942, 2.223009)
H (-1.610184, -2.508972, 0.578682)
H (-1.286354, 2.549054, -0.643509)
H (0.149273, 1.947073, -1.175413)
H (-1.178282, 1.315511, -1.906058)
H (0.451919, 2.171978, 1.319703)
H (-1.272866, 0.820533, 3.192554)
H (0.522710, 0.492787, 3.054768)
H (-0.225768, 2.180769, 3.551397)
H (2.898708, -1.310155, 0.310703)
H (1.232836, -1.849476, 0.277323)
H (2.033087, -2.105106, -2.022757)
H (2.670286, -0.406823, -2.012502)
H (-0.443114, 0.143989, -3.595832)
H (0.658844, -1.435068, -4.042001)
H (1.444758, 0.022803, -3.779083)

Cartesian forces, eV/Å:
C 0.145 0.178 -0.908
N 0.850 1.096 0.548
P 1.954 2.758 -0.705
C -1.855 -0.770 1.376
N -0.600 -1.135 0.138
C 0.593 -1.871 -2.027
O -2.475 -0.815 0.613
C 1.627 0.139 -0.939
C 0.526 -0.119 3.528
O 1.615 -0.635 -2.351
C -3.916 0.615 0.019
H 1.897 0.472 -0.501
H -0.090 -1.258 -0.530
H -1.035 0.030 2.057
H -0.619 -0.123 0.237
H 3.399 0.782 -0.573
H -0.836 -0.697 -0.907
H -0.103 -0.257 -0.289
H -0.108 -0.211 0.542
H -1.023 1.343 0.777
H 0.472 0.318 0.777
H -1.524 0.911 -0.706
H -0.621 -0.539 0.061
H -0.011 -0.065 -0.360
H -0.728 -0.181 -0.222
H 2.541 -1.653 -0.543
H -0.819 0.439 0.898
H 0.741 1.248 -0.004

Output
Energy relative to the best compared isomer or geometry (same formula, charge and spin): 4.2476 eV
LUMO level: 0.728 eV
SMILES: CN=[P@@](C)(NC)OCCOC
Frontier orbital gap: 9.73 eV

Mulliken atomic charge list, values in e, 4 entries: -0.647 -0.384 0.992 -1.359